Below is a structure of composition C36H30CsN11S6, with properties calculated with wB97M-V/def2-TZVPD.

Summary:
* relative energy (zero: lowest compared OMol25 entry of this formula, charge and spin): 0.0 kcal per mole
* charge: -2
* gap between HOMO and LUMO: 0.17086 hartree

Geometry as XYZ:
```
84
Properties=species:S:1:pos:R:3:forces:R:3:mulliken_charge:R:1
Cs 0.476 0.765 0.181 -0.0029 0.0397 0.0156 0.80
N -5.141 0.569 -2.124 -0.0141 0.0096 -0.0163 -0.50
C -4.036 0.806 -1.320 -0.0080 -0.0083 -0.0048 0.08
S -2.729 -0.312 -1.465 0.0006 0.0197 0.0307 -0.40
N -4.169 1.839 -0.531 0.0599 -0.0185 0.0009 -0.85
N -3.073 2.113 0.263 -0.0812 0.0625 0.0468 0.66
C -3.378 2.672 1.365 0.1138 -0.0396 -0.0186 -0.92
C -2.364 3.162 2.320 -0.0620 -0.0248 -0.0242 0.76
C -2.773 4.024 3.335 -0.0350 -0.0178 -0.0178 -0.71
C -1.829 4.509 4.223 0.0178 0.0113 0.0081 -0.49
C -0.513 4.106 4.082 0.0052 0.0111 0.0170 -0.65
C -0.193 3.236 3.046 -0.0072 -0.0481 0.0062 -0.12
N -1.092 2.780 2.177 0.0325 0.0025 -0.0248 0.10
H -4.935 0.025 -2.944 -0.0028 -0.0053 0.0042 0.22
H -5.743 1.369 -2.254 0.0032 -0.0004 0.0025 0.24
H -4.425 2.844 1.624 0.0048 0.0023 -0.0077 0.39
H -3.811 4.327 3.394 -0.0001 0.0021 0.0090 0.38
H -2.118 5.198 5.008 -0.0049 0.0001 0.0012 0.40
H 0.262 4.449 4.753 0.0058 -0.0073 -0.0035 0.44
H 0.826 2.876 2.917 0.0079 0.0119 0.0131 0.22
C 0.314 -3.760 -2.625 -0.0308 -0.0180 -0.0093 -0.92
C 1.601 -4.226 -2.406 0.0224 -0.0304 0.0021 -0.41
C 2.580 -3.332 -2.018 -0.0159 0.0262 0.0043 -0.95
C 2.244 -1.987 -1.858 0.0313 -0.0562 -0.0027 0.40
N 1.006 -1.540 -2.069 -0.0590 0.0386 -0.0280 0.20
C 0.068 -2.409 -2.441 0.0290 0.0434 0.0248 -0.02
C 3.273 -0.995 -1.438 0.0237 0.0046 0.0343 0.67
C 4.287 -1.367 -0.565 -0.0315 -0.0193 0.0087 -0.78
C 5.211 -0.414 -0.169 0.0424 -0.0323 0.0433 -0.52
C 5.090 0.872 -0.661 -0.0361 0.0015 -0.0120 -0.83
C 4.045 1.150 -1.531 0.0794 0.0257 0.0196 -0.26
N 3.147 0.246 -1.917 -0.0237 0.0316 -0.0477 -0.11
H -0.487 -4.424 -2.923 -0.0028 0.0032 0.0039 0.41
H 1.839 -5.275 -2.534 0.0009 0.0006 -0.0002 0.39
H 3.596 -3.658 -1.844 -0.0007 -0.0028 -0.0065 0.43
H -0.927 -2.001 -2.583 -0.0007 -0.0142 -0.0065 0.33
H 4.302 -2.359 -0.136 0.0058 0.0050 0.0055 0.32
H 5.988 -0.669 0.541 0.0023 0.0032 0.0043 0.70
H 5.757 1.660 -0.342 -0.0121 0.0084 -0.0107 0.32
H 3.918 2.158 -1.911 -0.0439 -0.0123 0.0029 0.52
S 7.720 -1.178 3.978 0.0060 0.0009 0.0027 -0.39
C 6.182 -0.749 3.456 0.0237 -0.0250 0.0142 0.04
S 4.923 -1.860 3.137 -0.0124 0.0061 0.0046 -0.14
C 3.651 -0.756 2.619 0.0179 -0.0314 -0.0287 -0.38
C 4.019 0.558 2.629 0.0209 0.0118 -0.0180 -0.17
S 3.149 1.980 2.145 -0.0067 0.0652 -0.0373 -0.28
S 5.670 0.853 3.163 -0.0292 0.0059 -0.0049 -0.14
S 2.176 -1.527 2.137 -0.0299 -0.0098 0.0196 -0.41
N -2.024 5.075 -0.228 0.0224 -0.0118 0.0521 0.41
C -3.040 5.717 0.437 -0.0253 0.0100 -0.0564 0.68
C -4.420 5.555 0.414 0.0219 0.0111 -0.0058 -0.77
C -5.154 6.383 1.245 -0.0087 -0.0075 -0.0054 -0.63
C -4.531 7.336 2.067 0.0100 -0.0034 0.0152 -0.53
C -3.156 7.479 2.092 -0.0109 -0.0129 0.0046 -0.56
C -2.398 6.647 1.271 0.0530 -0.0225 0.0187 0.39
N -1.024 6.538 1.139 -0.0357 0.0435 -0.0117 -0.77
C -0.851 5.589 0.254 -0.0489 -0.0173 -0.0144 -0.23
C 0.444 5.123 -0.255 0.1552 -0.0376 -0.0602 0.99
C 1.565 5.084 0.565 -0.0228 -0.0237 -0.0644 -0.52
C 2.772 4.662 0.019 -0.1664 0.0456 0.1274 -0.60
N 2.911 4.329 -1.259 0.2407 -0.0580 -0.1700 -0.57
C 1.833 4.361 -2.036 -0.0582 -0.0288 -0.0078 -0.82
C 0.578 4.731 -1.588 -0.0878 0.0531 0.1856 -0.18
H -2.107 4.204 -0.734 0.0025 0.0046 -0.0234 -0.11
H -4.887 4.797 -0.202 -0.0056 0.0029 -0.0019 0.44
H -6.233 6.290 1.265 0.0003 0.0024 0.0044 0.40
H -5.145 7.964 2.702 -0.0016 -0.0005 -0.0023 0.37
H -2.669 8.198 2.738 -0.0007 0.0026 -0.0015 0.47
H 1.499 5.355 1.609 -0.0406 0.0079 -0.0010 0.45
H 3.649 4.568 0.648 0.0009 -0.0026 -0.0128 0.45
H 1.967 4.076 -3.075 0.0047 0.0014 -0.0086 0.50
H -0.260 4.749 -2.274 -0.0061 0.0042 0.0102 0.77
C 0.514 1.527 -3.983 -0.0032 0.0239 0.0295 -0.98
C -0.603 2.508 -3.899 -0.1335 0.0343 0.0404 0.47
N -0.730 3.618 -4.601 0.0834 -0.0205 -0.0017 -0.67
C -1.918 4.179 -4.192 -0.0113 0.0013 -0.0098 -1.06
C -2.510 3.398 -3.242 0.0320 0.0235 -0.0013 -0.12
N -1.652 2.344 -3.055 -0.0066 -0.0512 -0.0254 0.75
H 1.139 1.524 -3.087 0.0302 -0.0049 -0.0186 0.10
H 1.141 1.773 -4.837 0.0044 -0.0030 -0.0006 0.41
H 0.137 0.508 -4.090 -0.0064 0.0055 -0.0152 0.29
H -2.274 5.109 -4.606 -0.0021 0.0005 0.0003 0.40
H -3.439 3.470 -2.701 0.0019 0.0013 0.0096 0.52
H -1.846 1.515 -2.479 0.0151 -0.0057 0.0025 -0.20
```
Positions in Å, forces in eV/Å.

=====

Below is a cluster of 2 separate species, C3HF3O3S in total, with properties calculated with wB97M-V/def2-TZVPD.

Summary:
* relative energy (zero: lowest compared OMol25 entry of this formula, charge and spin): 10.2 kcal per mole
* charge: 0
* gap between HOMO and LUMO: 0.29829 hartree

Geometry as XYZ:
```
11
Properties=species:S:1:pos:R:3:forces:R:3:mulliken_charge:R:1
C 0.372 -0.791 -1.270 -0.9474 -3.0943 -2.8266 0.89
C 0.676 -0.004 -0.320 0.9856 1.7303 2.0234 -1.02
C 0.525 1.465 -0.401 -2.9644 0.7243 -0.5245 0.86
O 2.998 -0.525 1.509 2.3091 0.6818 0.2416 -0.41
O 0.148 -1.663 -2.009 0.1353 1.2033 0.5148 -0.37
O 3.631 -0.404 -0.743 1.5584 0.4239 -0.3566 -0.33
F 0.491 1.861 -1.716 0.4965 -0.2347 0.7536 -0.27
F -0.714 1.909 0.087 0.4884 -0.8680 -0.3933 -0.28
F 1.340 2.231 0.279 1.6380 -0.2038 0.0980 -0.25
S 4.094 -0.174 0.599 -3.4574 -1.1580 0.2461 0.73
H 1.185 -0.592 0.448 -0.2420 0.7951 0.2237 0.44
```
Positions in Å, forces in eV/Å.

=====

Below is a structure of composition C8H12BrN2S, with properties calculated with wB97M-V/def2-TZVPD.

Summary:
* relative energy (zero: lowest compared OMol25 entry of this formula, charge and spin): 118.3 kcal per mole
* charge: +1
* gap between HOMO and LUMO (alpha / beta): 0.23324 / 0.24658 hartree

Geometry as XYZ:
```
24
Properties=species:S:1:pos:R:3:forces:R:3:mulliken_charge:R:1
C -0.054 -0.125 0.098 2.4245 -3.0904 -0.7424 0.69
C -1.166 -1.008 0.135 -2.5600 0.0675 -0.5028 -0.08
C -2.565 1.253 0.314 1.9544 -1.7547 -0.2366 -0.16
C -3.094 2.463 0.284 0.9597 1.2983 1.2746 0.31
C 1.711 -1.681 -1.181 1.3380 -3.9106 0.4833 -1.27
C 1.640 -1.405 1.394 -2.0716 0.3677 -0.4428 -1.45
C 2.517 0.285 -0.173 -1.1413 2.4365 0.2755 -1.57
C 1.413 -0.748 -0.014 0.5740 -0.5730 -0.3598 1.33
N -0.045 1.072 0.125 -1.8736 4.0016 0.5419 -0.51
N -4.171 2.861 -0.336 -0.6081 -0.9548 -0.1843 -0.32
S -2.749 -0.352 0.135 0.8805 0.2149 0.6141 -0.04
Br -1.174 -2.808 -0.211 -0.0698 -0.5285 0.1981 0.01
H -2.625 3.314 0.849 -0.0625 -1.1476 -0.4442 0.30
H 1.061 -2.486 -1.552 -0.6198 0.6129 0.5541 0.20
H 2.130 -1.324 -2.118 0.0946 0.9871 0.3540 0.37
H 2.536 -2.395 -0.717 -1.1608 1.5245 -1.0437 0.35
H 1.066 -2.371 1.403 0.2572 1.1044 0.8417 0.38
H 2.639 -1.683 1.359 2.0691 -0.6054 0.1764 0.48
H 1.544 -0.649 2.262 -0.4157 -1.4632 -1.3678 0.35
H 3.470 -0.131 -0.480 -0.0499 -0.4122 0.3248 0.41
H 2.279 1.092 -0.966 0.2377 -1.1203 1.5358 0.36
H 2.540 0.657 0.874 0.8234 0.9214 -0.9833 0.39
H -4.209 3.800 -0.478 -0.5419 3.2222 -0.2319 0.25
H -4.693 2.368 -1.007 -0.4382 -1.1981 -0.6346 0.21
```
Positions in Å, forces in eV/Å.

=====

Below is a cluster of 2 separate species, C4H12O2S in total, with properties calculated with wB97M-V/def2-TZVPD.

Summary:
* structure (SMILES): OCCCCS.O
* relative energy (zero: lowest compared OMol25 entry of this formula, charge and spin): 15.5 kcal per mole
* charge: 0
* gap between HOMO and LUMO: 0.34035 hartree

Geometry as XYZ:
```
19
Properties=species:S:1:pos:R:3:forces:R:3:mulliken_charge:R:1
C 1.162 1.068 -0.358 -0.1061 1.4298 -1.5312 -0.74
O 2.466 1.327 0.182 -1.4942 0.0149 0.0492 -0.51
C 0.742 -0.357 -0.229 1.0234 -0.0624 0.7414 -0.31
C -0.755 -0.516 -0.339 -0.1703 -0.5017 -0.7517 -0.73
C -1.264 -1.808 0.290 -0.4340 -0.8319 -1.6331 -0.62
S -2.753 -2.382 -0.699 0.3551 0.5336 0.9116 -0.24
H 0.337 1.700 0.010 0.5525 0.0674 0.9860 0.37
H 1.127 1.432 -1.405 0.4098 -0.5713 -0.0250 0.33
H 2.299 2.086 0.761 0.7543 -0.0696 -0.0410 0.38
H 1.072 -0.585 0.805 -0.0794 -0.4945 -0.5338 0.25
H 1.322 -0.950 -0.981 -0.6272 0.0401 0.8374 0.27
H -1.023 -0.530 -1.397 0.0705 -0.2176 -0.0864 0.34
H -1.309 0.348 0.007 0.0385 0.2475 0.6230 0.44
H -0.556 -2.610 0.047 0.0357 0.1899 0.4900 0.33
H -1.489 -1.789 1.352 0.0801 0.1192 -0.0300 0.38
H -3.284 -1.153 -0.614 -0.3470 -0.1736 -0.1911 0.10
H 3.337 4.069 2.022 0.1152 -0.9091 -0.0505 0.30
H 2.190 4.560 1.317 -0.6734 -0.1869 -0.4848 0.28
O 2.609 3.710 1.487 0.4965 1.3760 0.7200 -0.62
```
Positions in Å, forces in eV/Å.

=====

Below is a cluster of 2 separate species, CH2Cl2N2 in total, with properties calculated with wB97M-V/def2-TZVPD.

Summary:
* <S²>: 2.0175
* spin multiplicity: 3
* relative energy (zero: lowest compared OMol25 entry of this formula, charge and spin): 50.9 kcal per mole
* charge: 0
* gap between HOMO and LUMO (alpha / beta): 0.23098 / 0.27957 hartree

Geometry as XYZ:
```
7
Properties=species:S:1:pos:R:3:forces:R:3:lowdin_spin:R:1
C -0.388 0.428 0.354 3.2411 4.0029 -0.9713 0.34
N -1.325 -0.251 0.270 -5.2696 -3.1528 1.6250 0.48
N 0.804 0.777 0.712 -1.1492 -2.3059 2.9634 0.60
Cl 1.575 1.854 -0.287 1.6656 2.6134 -2.0163 0.48
Cl 0.872 -1.949 -0.527 0.3328 2.7099 -0.9745 0.06
H 0.786 -0.470 -0.771 0.5700 -4.0160 -0.0221 0.02
H -2.324 -0.389 0.249 0.6094 0.1485 -0.6042 0.03
```
Positions in Å, forces in eV/Å.

=====

Below is the molecule C5H10O, with properties calculated with wB97M-V/def2-TZVPD.

Summary:
* structure (SMILES): C=CC(C)(C)O
* relative energy (zero: lowest compared OMol25 entry of this formula, charge and spin): 51.6 kcal per mole
* charge: 0
* gap between HOMO and LUMO: 0.38242 hartree

Geometry as XYZ:
```
16
Properties=species:S:1:pos:R:3:forces:R:3:mulliken_charge:R:1
C -0.644 -1.093 -0.833 -1.5108 -1.1049 -0.9009 -1.15
C -0.178 0.000 0.109 -2.1370 1.5445 -1.1810 1.39
C -1.276 1.119 0.245 0.3804 -1.4324 -0.8054 -1.53
C 1.187 0.580 -0.273 0.4510 -1.0839 0.7696 -0.48
C 2.314 -0.011 0.221 -3.9191 -0.8735 0.8767 -0.81
H -0.248 -2.080 -0.338 -0.3524 1.6601 -1.8931 0.32
H -1.780 -1.124 -0.666 1.4034 -0.2704 -0.4075 0.27
H -0.522 -0.880 -1.969 0.2292 -0.7811 1.9652 0.29
H -1.179 1.698 -0.650 -0.5907 0.6365 -0.6535 0.37
H -0.904 1.718 1.053 -0.5028 0.4467 0.6657 0.42
H -2.335 0.672 0.351 1.7667 0.8682 0.0677 0.38
H -0.965 -0.900 1.706 -0.6199 0.1675 -0.4527 0.34
H 1.200 1.442 -1.034 0.1244 -1.5604 1.2316 0.24
H 2.335 -0.889 0.990 -0.1816 1.9533 -1.6872 0.21
H 3.136 0.360 -0.234 3.1752 0.7606 -0.7099 0.36
O -0.143 -0.611 1.320 2.2842 -0.9309 3.1148 -0.60
```
Positions in Å, forces in eV/Å.

=====

Look up the relative energy (zero: lowest compared OMol25 entry of this formula, charge and spin) of the third one. 118.3 kcal per mole